The following is a quantum chemistry calculation of a molecular structure, C13H23N2NiO2P in a non-equilibrium geometry, from OMol25.

Calculated values
Frontier orbital gap (alpha / beta) ... 0.2350 / 0.1725 hartree
Lowest unoccupied orbital energy (alpha / beta) ... -0.47 / -2.61 eV
Highest occupied orbital energy (alpha / beta) ... -6.86 / -7.30 eV

The geometry in ORCA input format:
```
! wB97M-V def2-TZVPD RIJCOSX def2/J DEFGRID3
* xyz 0 3
C -0.4890 -3.1289 1.7159
C 0.7116 -2.5404 1.2942
C 0.7640 -1.1561 0.9651
C -0.4550 -0.4677 1.0045
C -1.6770 -1.0925 1.2880
C -1.6856 -2.4090 1.7393
C 2.0984 -0.5309 0.6861
C 2.9102 -0.9121 -0.6086
N 2.2977 -0.5600 -1.8631
Ni -0.8812 1.3436 1.4947
C -2.9749 -0.3083 1.1627
P -2.4537 1.1899 0.1879
H 1.6403 -3.1247 1.2922
H -2.6351 -2.8304 2.1162
H -0.4987 -4.1717 2.0572
H -3.3376 0.0522 2.1277
H -3.7537 -0.8271 0.6024
H 2.0195 0.5762 0.7115
H 2.7634 -0.7919 1.5511
H 3.8782 -0.3652 -0.5847
C -3.7788 2.3836 0.1126
C -2.3995 0.3769 -1.4383
H 3.1602 -1.9954 -0.6437
C 1.2778 -1.4378 -2.3668
C 2.3580 0.8197 -2.3208
H 0.1750 2.6374 1.4637
H 1.6748 -2.0298 -3.2236
H 0.9648 -2.1518 -1.5804
H 0.3855 -0.8740 -2.6915
H 3.0326 0.8919 -3.2029
H 1.3644 1.1905 -2.6290
H 2.7399 1.5027 -1.5339
H -3.4049 0.0288 -1.7582
H -2.0156 1.0676 -2.1894
H -1.7504 -0.5086 -1.4339
H -4.7497 1.9328 -0.0761
H -3.8119 2.9546 1.0449
H -3.5550 3.0744 -0.7046
H -0.1934 2.6475 0.7891
O 3.5393 3.9396 2.6236
N 3.0631 3.1655 1.8007
O 3.6820 2.4386 1.0182
*
```

Atomic partial charges in e from the Löwdin method, atoms 1 to 8: -0.092, -0.056, -0.256, -0.169, -0.349, -0.067, -0.151, -0.199

The following is a quantum chemistry calculation of a molecular structure, C13H23N2O3PS2SnTe in a non-equilibrium geometry, from OMol25.

Calculated values
Frontier orbital gap ... 0.2590 hartree
Lowest unoccupied orbital energy ... 0.15 eV
Highest occupied orbital energy ... -6.90 eV

The geometry in ORCA input format:
```
! wB97M-V def2-TZVPD RIJCOSX def2/J DEFGRID3
* xyz 0 1
Sn -0.2036 1.6499 0.5756
C -3.5660 2.7826 -0.4682
C -2.6977 2.1732 -1.5153
C -2.9945 1.9713 -2.8342
C -1.8453 1.4122 -3.4340
C -0.9000 1.3002 -2.4538
C 0.5101 0.8146 -2.5314
N -1.4157 1.7490 -1.2568
H -4.2959 3.4477 -0.9263
H -2.9620 3.3599 0.2366
H -4.1107 2.0141 0.0869
H -3.9248 2.2074 -3.3195
H -1.7398 1.1457 -4.4706
H 0.7434 0.4853 -3.5399
H 0.6623 -0.0183 -1.8379
H 1.2019 1.6227 -2.2675
C 1.3620 -2.5655 2.9366
C 0.0410 -2.0369 3.4658
O -0.9811 -2.2283 2.5009
P -1.3007 -1.0540 1.4612
O -0.0791 -0.7604 0.6206
Te -2.1456 0.9171 2.5118
O -2.4426 -1.7450 0.6202
C -2.0781 -2.8932 -0.1573
C -3.1540 -3.1053 -1.2029
H 2.1712 -2.3330 3.6234
H 1.5573 -2.0930 1.9777
H 1.3032 -3.6408 2.7913
H 0.1232 -0.9682 3.7047
H -0.2846 -2.5771 4.3606
H -1.9907 -3.7545 0.5122
H -1.1045 -2.7120 -0.6240
H -4.1021 -3.3357 -0.7240
H -2.8768 -3.9211 -1.8648
H -3.2664 -2.1981 -1.7875
S 2.1882 1.2269 2.8440
C 3.2523 1.4636 1.6253
N 3.7881 0.4829 0.8841
C 4.8836 0.8085 0.0035
C 4.7395 2.2910 -0.3201
S 3.8567 3.0257 1.1087
H 3.5955 -0.4736 1.1412
H 4.8248 0.2027 -0.9028
H 5.8470 0.6063 0.4909
H 4.1182 2.4530 -1.1994
H 5.6929 2.8003 -0.4456
*
```

Atomic partial charges in e from the Löwdin method, atoms 1 to 8: 0.892, -0.087, -0.403, -0.080, -0.080, -0.419, -0.084, -0.154

The following is a quantum chemistry calculation of a molecular structure, C13H24AsBr3N in a non-equilibrium geometry, from OMol25.

Calculated values
Frontier orbital gap ... 0.2109 hartree
Lowest unoccupied orbital energy ... 2.35 eV
Highest occupied orbital energy ... -3.38 eV

The geometry in ORCA input format:
```
! wB97M-V def2-TZVPD RIJCOSX def2/J DEFGRID3
* xyz -1 1
N -0.0963 4.2147 2.4793
C -0.8869 3.0053 2.0335
C -0.6698 1.8760 3.1586
C 0.2151 0.6435 2.6103
As -1.0490 -0.7180 1.7811
C 0.5351 -1.9795 1.3866
C 1.0505 -1.5962 -0.0827
C 1.9825 -2.7522 -0.7663
C 2.1001 -2.3194 -2.3260
C 3.2775 -1.3804 -2.6991
C 3.3800 -0.9182 -4.1741
C 2.3211 -1.4093 -5.2259
C 1.1394 -2.3588 -4.8047
C 1.0233 -2.8296 -3.3359
H 0.8310 3.8393 2.7486
H 0.0812 4.8436 1.6833
H -0.5234 2.7094 0.9906
H -2.0030 3.2741 1.9522
H -1.6647 1.5056 3.6202
H -0.0636 2.3566 4.0204
H 0.9220 0.2183 3.4035
H 0.8929 1.0238 1.7502
H -1.3516 -1.4211 3.1395
H -2.3157 0.1715 1.9973
H -0.8460 0.0402 0.4038
H -1.9440 -1.7455 0.9683
H 0.2091 -3.0890 1.4689
H 1.3726 -1.8595 2.1795
H 1.5553 -0.5735 -0.0593
H 0.1189 -1.5348 -0.7694
H 1.3593 -3.7075 -0.7204
H 2.9988 -2.8225 -0.2526
H 3.9919 -1.0447 -1.8645
H 4.2315 -0.2107 -4.4425
H 2.4180 -1.0247 -6.3059
H 0.3641 -2.6703 -5.5929
H 0.2119 -3.5023 -2.9113
C -5.1538 2.7460 0.5381
Br -4.5390 4.5514 0.9010
Br -4.9683 2.2862 -1.3377
Br -4.2898 1.4403 1.6892
H -6.2181 2.7218 0.7675
*
```

Atomic partial charges in e from the Löwdin method, atoms 1 to 8: -0.066, -0.300, -0.296, -0.429, 0.521, -0.433, -0.317, -0.188

The following is a quantum chemistry calculation of a molecular structure, C13H24CdCl2NO4P2 in a non-equilibrium geometry, from OMol25.

Calculated values
Frontier orbital gap ... 0.3213 hartree
Lowest unoccupied orbital energy ... -3.19 eV
Highest occupied orbital energy ... -11.94 eV

The geometry in ORCA input format:
```
! wB97M-V def2-TZVPD RIJCOSX def2/J DEFGRID3
* xyz 1 1
Cd 0.2347 0.8069 0.8590
P 2.3662 -0.5396 0.6115
C 2.5620 -1.0901 -1.1469
C 1.2471 -1.4591 -1.8017
N 0.1383 -0.8949 -1.3032
C -1.0565 -1.1862 -1.8374
C -1.1926 -2.0936 -2.8888
C -0.0531 -2.6498 -3.4330
C 1.1794 -2.3280 -2.8923
C -2.2787 -0.5263 -1.2543
P -1.9440 1.0187 -0.2898
H 2.0761 -2.7656 -3.3117
H -2.1698 -2.3582 -3.2806
H -0.1324 -3.3273 -4.2657
H -2.9828 -0.2507 -2.0589
H -2.7834 -1.1925 -0.5311
H 3.0204 -0.2118 -1.6440
H 3.2634 -1.9393 -1.1424
H 1.1913 4.0698 -1.5605
O 1.4838 3.1845 -1.8811
H 2.3526 3.3023 -2.3200
H -0.2788 4.7318 0.6406
O -0.4503 4.5223 -0.3075
H -0.9292 5.3059 -0.6414
C -2.2089 2.2533 -1.5836
H -3.2164 2.1225 -1.9976
H -2.0529 3.2598 -1.1797
H -1.4660 2.0698 -2.3701
C -3.3379 0.9933 0.8697
H -3.3591 1.9473 1.4122
H -4.2893 0.8247 0.3458
H -3.1597 0.1607 1.5708
C 2.0752 -2.1570 1.4141
H 2.9534 -2.8062 1.2692
H 1.8889 -2.0059 2.4877
H 1.1928 -2.6310 0.9611
C 4.0210 -0.0442 1.1794
H 3.9468 0.2365 2.2377
H 4.7408 -0.8622 1.0730
H 4.3507 0.8127 0.5797
Cl -2.6386 -0.8426 5.3746
C -0.9761 -0.9323 4.8122
Cl -0.1952 -2.4931 5.1126
C -0.9468 -0.7174 3.2677
O -0.1642 0.2844 2.9638
O -1.6202 -1.4382 2.5349
H -0.4019 -0.1640 5.3457
*
```

Atomic partial charges in e from the Löwdin method, atoms 1 to 8: 1.158, 0.770, -0.285, -0.331, 0.042, -0.320, -0.009, -0.034

The following is a quantum chemistry calculation of a gas-phase ion, C13H24ClN2 (charge +1) in a non-equilibrium geometry, from OMol25.

Calculated values
Frontier orbital gap ... 0.2876 hartree
Lowest unoccupied orbital energy ... -3.96 eV
SMILES string ... CN(C)[C@H](Cl)[C@@H]1CCCC1=[N+]1CCCCC1
Highest occupied orbital energy ... -11.79 eV

The geometry in ORCA input format:
```
! wB97M-V def2-TZVPD RIJCOSX def2/J DEFGRID3
* xyz 1 1
C -2.7455 -1.6486 -1.5209
N -1.5534 -2.3718 -1.1161
C -1.4725 -3.6210 -1.8800
C -0.3715 -1.5013 -1.0042
Cl 1.0067 -2.1166 -2.0407
C 0.1575 -1.2809 0.4056
C -0.5600 -2.1365 1.5113
C -1.0280 -1.1930 2.6335
C -0.6111 0.2379 2.2351
C 0.0915 0.1393 0.9277
N 0.7867 1.1734 0.4746
C 1.7673 0.9801 -0.6134
C 2.6187 2.1931 -0.9689
C 1.8495 3.5021 -0.8862
C 1.3540 3.6741 0.5393
C 0.4621 2.5263 1.0059
H -3.6010 -2.3311 -1.6010
H -3.0073 -0.8686 -0.7961
H -2.5688 -1.1971 -2.5182
H -2.4789 -4.0635 -1.8658
H -1.1615 -3.4109 -2.9192
H -0.7837 -4.3312 -1.4057
H -0.6575 -0.5452 -1.4847
H 1.2199 -1.5925 0.4209
H -1.3864 -2.7234 1.0894
H 0.1701 -2.8475 1.9149
H -2.1089 -1.2693 2.7947
H -0.5587 -1.4788 3.5821
H 0.0476 0.6658 3.0154
H -1.4857 0.9069 2.1880
H 1.2367 0.6455 -1.5174
H 2.4346 0.1525 -0.3280
H 3.0111 2.0398 -1.9791
H 3.4735 2.2257 -0.2834
H 2.5102 4.3306 -1.1465
H 1.0141 3.5141 -1.5955
H 2.2117 3.7577 1.2195
H 0.7832 4.6009 0.6409
H -0.5921 2.7648 0.7694
H 0.5257 2.4985 2.1026
*
```

Atomic partial charges in e from the Löwdin method, atoms 1 to 8: -0.087, -0.304, -0.120, -0.585, 0.674, -0.226, -0.105, -0.142

The following is a quantum chemistry calculation of 2 unconnected molecules or ions with the total composition C13H24ClNO4 in a non-equilibrium geometry, from OMol25.

Calculated values
Frontier orbital gap ... 0.1087 hartree
Lowest unoccupied orbital energy ... -2.63 eV
Highest occupied orbital energy ... -5.59 eV

The geometry in ORCA input format:
```
! wB97M-V def2-TZVPD RIJCOSX def2/J DEFGRID3
* xyz 0 1
C 2.8867 -3.1915 0.2253
N 3.2062 -2.2532 -0.8466
C 4.4940 -1.5767 -0.8611
C 2.2968 -1.9962 -1.8630
Cl 2.7340 -1.0049 -3.2123
H 3.7080 -3.2694 0.9341
H 2.0007 -2.8511 0.7571
H 2.6993 -4.1775 -0.1950
H 5.1057 -1.8696 -0.0102
H 5.0260 -1.8276 -1.7779
H 4.3363 -0.4996 -0.8258
H 1.3194 -2.4306 -1.8357
C 2.2280 2.9706 1.8093
C 1.6771 2.2006 0.6262
O 0.2860 2.0510 0.7232
C -0.2321 1.4176 -0.3776
C -1.6162 1.0356 -0.3301
C -2.2600 0.4012 -1.5298
C -1.8642 -1.0686 -1.6393
C -1.9449 1.1715 -2.8131
C -2.3665 1.0876 0.8936
O -1.9497 1.6463 1.9052
O -3.5619 0.4093 0.8850
C -4.0805 0.3377 2.1903
C -3.2280 -0.5325 3.0934
O 0.4504 1.1549 -1.3654
H 3.3166 3.0387 1.7839
H 1.8206 3.9828 1.8314
H 1.9345 2.4866 2.7427
H 1.8904 2.6958 -0.3305
H 2.0946 1.1865 0.5672
H -3.3518 0.4473 -1.3604
H -2.0829 -1.6011 -0.7128
H -2.3893 -1.5742 -2.4512
H -0.7949 -1.1603 -1.8274
H -2.2363 2.2174 -2.7212
H -0.8732 1.1525 -3.0119
H -2.4490 0.7482 -3.6825
H -4.1466 1.3689 2.5643
H -5.1034 -0.0484 2.0996
H -3.6433 -0.6518 4.0953
H -3.1051 -1.5226 2.6551
H -2.2313 -0.1013 3.1986
*
```

Atomic partial charges in e from the Löwdin method, atoms 1 to 8: -0.006, -0.195, -0.051, -0.351, 0.796, 0.099, 0.112, 0.104

| no. | DFT total energy (Ha) |
| --- | --- |
| 1 | -2618.5179 |
| 2 | -2464.5577 |
| 3 | -10521.9643 |
| 4 | -2636.1759 |
| 5 | -1079.1909 |
| 6 | -1325.5147 |